ORCA calculation (the ωB97M-V functional and the def2-TZVPD basis) on a 10-piece molecular cluster, C54H123N7O10 overall in a non-equilibrium geometry.

Positions of all 194 atoms, in Å:
H: 0.25063 10.02764 0.95530
C: -8.08400 -2.80385 1.92042
H: -10.00636 -3.10787 4.47260
H: 1.83984 7.71959 1.45440
H: -3.27627 -1.90327 -6.76833
H: 8.24231 -1.55991 -0.18439
C: 3.15982 -1.78143 -7.38105
H: 3.61183 -2.17973 -8.28942
H: 5.47351 2.17129 5.90154
H: -1.60192 6.22197 -3.52947
H: 5.26072 0.79829 8.03204
O: 0.00244 4.23286 -2.87863
H: 2.43298 -2.48597 -6.97679
H: 4.98417 -1.44278 8.45540
H: -7.18765 -2.93771 2.52601
H: -0.45710 1.18296 0.12505
H: 0.73212 4.53993 -3.42166
H: -8.83208 -3.31968 2.52241
H: -0.81754 5.34200 2.61421
H: 6.22883 -4.02298 4.39100
H: -1.97016 7.15169 1.15365
H: 6.83256 0.81665 7.32371
C: -3.70791 -4.99809 -4.40609
O: -5.28375 -4.25335 -6.02655
H: -1.68094 -4.31132 -3.80005
C: -10.91514 -0.29142 4.68053
H: 7.70711 -2.07804 7.14131
H: 4.87526 -4.61077 -0.63479
H: 7.44183 -3.98268 5.68803
N: -0.11997 0.40883 0.67928
C: 0.34255 7.17266 2.96601
H: -2.27039 -2.48100 5.66533
H: -1.92982 5.66523 -5.10043
H: 1.12673 5.58746 4.17846
C: 6.63088 -2.23075 7.22206
H: 7.19695 1.40070 -8.79289
H: 2.29122 6.92915 3.93357
N: -8.97492 -0.95931 3.32154
H: 3.84085 -1.44996 -4.11593
O: -8.29959 -1.19935 4.42735
H: -4.94344 -4.51050 -6.88659
H: -11.46189 -2.59311 4.64857
H: -2.17390 -2.20124 -4.45219
H: -0.49395 -4.43132 5.40399
H: 6.67252 1.11839 4.86062
C: -1.19996 5.56124 -4.29757
N: 0.12464 8.60396 3.21182
H: -11.98096 -0.29271 4.90885
C: -1.06511 9.30641 2.59955
H: 4.82650 -1.22571 -9.70873
H: -0.78979 8.77973 0.40327
H: -2.48880 -4.24260 3.02277
H: -0.69821 -0.14399 1.29585
H: -1.52320 10.32092 0.69749
H: -1.25823 6.28813 4.02827
N: 5.80172 -1.02460 5.19882
C: -2.38202 8.48739 2.70309
C: 6.73055 -0.80643 -7.75789
H: -4.59765 -6.66082 -3.25843
H: -7.42124 0.56951 2.18468
H: -8.16347 -0.29910 4.73168
H: 3.45197 -0.70633 6.72561
C: -0.98235 6.35691 2.97600
H: 3.81009 0.10124 -9.37390
C: 4.13457 -1.14167 -6.36825
O: -1.58219 -2.71457 5.03811
H: -2.05889 -3.12460 -1.95823
H: 2.50267 -4.65645 0.38074
H: 1.35055 9.63530 4.23867
N: -4.18049 -3.88750 -5.32666
O: 2.74118 -5.58531 0.33646
H: 4.69930 -6.39310 -1.02241
H: -2.45175 -5.21873 -2.57751
H: -3.82987 -6.53122 -5.84339
O: 5.28727 -1.00729 3.85203
H: 4.55527 -4.08168 6.32438
H: 6.55174 -0.96388 9.04036
C: 4.86365 -0.17230 -9.43118
C: -0.76075 9.63877 1.07358
H: 4.99731 -2.94558 -5.61021
H: 4.01171 -2.67301 6.91268
H: 6.67678 1.79410 -7.19450
H: 7.39518 0.42402 0.66210
H: -11.36344 -0.91947 0.15121
H: -3.84701 -3.18184 -2.13253
C: 5.56544 0.12612 -8.08293
H: 4.33182 1.96911 -6.68329
N: 1.85927 0.91396 0.26401
C: 5.90300 0.24782 7.34461
H: -1.50822 10.54737 4.45883
C: -2.66709 -4.51817 -3.38433
H: -6.40637 -2.62587 -4.59018
H: 2.50419 -1.30552 -4.85016
H: -0.75699 -4.18173 2.86800
C: 8.77992 -0.61367 -0.12359
H: -1.44539 -5.65598 3.41031
H: 9.77200 0.11048 -2.02405
H: 1.53310 1.67544 -0.31379
C: 1.24872 6.66885 4.11675
H: 1.52014 5.95988 1.66033
C: 4.53697 -3.03291 6.02801
H: 5.68946 2.28817 -8.52876
C: -3.09554 -2.19100 -3.87032
C: -4.03909 -1.54808 -6.07548
H: -10.68788 -2.30195 0.99934
C: -5.54112 -2.13113 -4.14896
H: -3.24443 -1.19801 -3.44615
C: 3.49226 -0.85935 -4.96315
C: -1.20372 4.27259 -3.61982
C: 5.30643 0.16862 5.93239
C: 3.98707 -5.66683 0.96708
H: 3.54854 0.17049 -4.61049
C: -1.45252 -4.15004 4.96794
H: -5.07831 -5.08401 -2.75800
C: 1.09268 6.96209 1.69114
O: 7.96204 0.49795 -0.10913
C: -10.73664 -2.60958 3.83503
H: 4.09844 -4.75732 1.55740
C: -9.27177 -0.82755 0.76917
H: -3.09990 8.91322 2.00209
H: -10.36876 -0.37630 5.61987
C: -1.56153 -4.57507 3.48938
H: -9.26709 0.25658 0.65634
C: -2.98633 -5.99566 -5.40781
C: -4.89573 -5.68718 -3.64735
H: -11.00564 -3.17602 2.94348
H: -2.27081 -5.47927 -6.04771
H: -12.18185 -1.28469 2.24078
H: -2.81323 8.40414 3.70070
H: 3.98104 -6.61160 1.51066
H: -1.29003 3.33766 -4.17349
H: 7.29656 -0.26830 -6.99754
H: 5.95647 -1.51972 -5.34742
C: -10.71850 -1.21257 0.97962
C: 5.90142 -2.39423 5.81894
C: 5.66288 1.44118 5.11465
O: 3.76783 1.21730 -6.87898
H: 7.56814 -2.81855 4.58814
C: 1.09840 -0.01975 0.72228
H: 6.03199 -5.73984 -0.09674
H: -5.50268 -2.16917 -3.06031
H: -2.00582 4.26162 -2.88184
H: 10.85501 -0.29212 -0.62805
C: 9.91205 -0.50160 -1.13307
N: 4.68638 0.13602 -6.87510
H: 4.87474 1.63372 4.38675
H: -2.28811 -4.61807 5.48837
C: 5.33993 -2.02810 -6.08872
H: -5.66288 -1.05743 -4.29202
C: -4.19526 -2.46907 -4.89464
H: 6.54654 -3.14301 7.81262
H: 4.36871 -1.28573 3.83438
C: 3.78873 0.14952 6.14063
C: -7.11859 -0.42256 1.84958
H: -3.11063 6.54251 2.35749
H: -4.95602 -1.63019 -6.65908
H: -10.72821 0.72269 4.32736
H: -8.04400 -3.11548 0.87668
H: -11.45567 0.35006 2.22540
H: -0.21859 5.92986 -4.59615
H: 7.25258 -2.75799 -7.10748
H: -6.38252 -0.84641 2.53271
H: -6.71562 -0.37274 0.83803
H: -2.30555 10.97074 3.06058
C: 6.77088 -3.37556 5.08030
C: -1.34184 10.57566 3.38197
H: -3.82355 -0.49786 -5.87884
H: 1.01566 7.06331 5.10577
C: 6.30747 1.46669 -8.16636
O: 1.26256 9.34030 3.32936
H: 3.40241 1.04303 6.63104
H: 0.44449 7.03593 0.81793
C: -11.25471 -0.71706 2.32022
C: -8.37034 -1.34913 1.96429
H: 9.11072 -0.69746 0.91162
C: -10.45451 -1.16622 3.56802
H: 9.96630 -1.53283 -1.48198
H: -5.88709 -5.66377 -4.09984
H: 5.35060 0.36445 -10.24536
H: 3.83357 -2.82887 5.22073
H: 5.90124 -2.57201 -8.20859
C: 5.96205 -1.08616 8.13184
H: 3.33925 0.28102 5.15636
C: -2.16385 7.06557 2.22284
H: 2.82184 0.60817 0.25574
C: -2.89146 -3.21459 -2.65594
H: -0.67341 11.42816 3.26125
H: 7.52672 -0.96654 -8.48493
C: 4.96259 -5.63823 -0.28150
H: -8.99279 -1.34716 -0.14749
H: -2.36371 -6.72157 -4.88484
H: 2.35688 -1.11189 -7.68944
O: 1.61674 -0.95743 1.31835
C: 6.35285 -2.17361 -7.30007

* molecular weight: 1030.617 g/mol
* SMILES: CC1(C)CCCC(C)(C)N1O.CC1(C)CCCC(C)(C)N1O.CC1(C)CCCC(C)(C)N1O.CC1(C)CCCC(C)(C)N1O.CC1(C)CCCC(C)(C)N1O.NC(N)=O.CCO.CCO.CCO.CCO
* energy: -88884.8606 eV
* energy relative to the best compared isomer or geometry (same formula, charge and spin): 626.3 kJ/mol
* gap between HOMO and LUMO: 7.98 eV
* total charge: 0